33
Properties=species:S:1:pos:R:3:lowdin_charge:R:1 method="wB97M-V/def2-TZVPD" energy_ev=-53613.714 total_charge=0 gap_ev="7.14 / 6.96" spin_multiplicity=3 s_squared=2.0199
Mo 0.83975 -0.37963 -0.22955 0.946
Cl 0.44162 -2.61788 -0.44712 0.057
Cl 1.75457 1.29585 1.14513 0.029
C 2.52516 -0.52217 -0.97124 -0.336
H 3.08937 0.41454 -1.15749 -0.001
H 2.73770 -1.25278 -1.76639 -0.001
C -0.76134 0.51698 -1.30333 -0.333
C 0.44737 0.48477 -2.00877 -0.455
H -0.87038 1.02475 -0.35066 0.058
C 0.56986 -0.44876 -3.26512 -0.211
H 1.01447 1.40203 -2.16133 0.110
C -0.59839 -0.16736 -4.18951 -0.212
H 1.53055 -0.24101 -3.76228 0.115
H 0.62602 -1.49999 -2.94083 0.065
C -1.93058 -0.07882 -3.41723 -0.186
H -0.36338 0.76868 -4.69764 0.110
H -0.61813 -0.95177 -4.97237 0.116
C -1.86428 0.90911 -2.24497 -0.185
H -2.70213 0.19929 -4.15014 0.110
H -2.13582 -1.09508 -3.02985 0.122
H -1.48078 1.86508 -2.62648 0.120
H -2.86406 1.15134 -1.83620 0.117
Cl -2.09163 1.99350 4.37211 0.701
C -1.48271 0.53166 3.70832 -0.655
C -1.42322 -0.62019 4.48536 -0.081
C -0.86607 -1.74692 3.89523 -0.041
C -0.36155 -1.66987 2.58868 -0.152
N -0.38731 -0.55942 1.82878 -0.099
C -1.01154 0.53111 2.38221 -0.183
H -1.79542 -0.60425 5.50365 0.113
H -0.79773 -2.69383 4.43598 0.115
H 0.08997 -2.54718 2.12920 0.053
H -1.07307 1.42873 1.79274 0.076

15
Properties=species:S:1:pos:R:3:lowdin_charge:R:1 method="wB97M-V/def2-TZVPD" energy_ev=-10332.526 total_charge=0 gap_ev=8.38
C 0.68577 1.00386 1.69691 -0.084
C -0.53961 1.12073 1.10973 -0.001
C -0.49551 0.15555 -0.04314 -0.384
C -1.67516 -0.63781 -0.53247 -0.024
N -0.96865 0.23560 -1.43515 -0.025
N -0.09850 -0.58523 -2.19625 0.061
C 0.95684 -0.95373 -1.46188 -0.040
C 0.84493 -0.35761 -0.14593 -0.189
C 1.58022 0.14439 0.89325 -0.003
H 0.97777 1.64818 2.56426 0.111
H -1.40099 1.86194 1.32109 0.139
H -1.51875 -1.66592 -0.77909 0.108
H -2.69834 -0.29154 -0.31843 0.123
H 1.73011 -1.64092 -1.76796 0.109
H 2.61987 -0.03750 1.09505 0.097

17
Properties=species:S:1:pos:R:3:lowdin_charge:R:1 method="wB97M-V/def2-TZVPD" energy_ev=-7861.363 total_charge=+1 gap_ev=9.38
C -1.48318 0.16384 1.32264 -0.309
C -1.84639 0.45093 2.50507 0.236
C -1.78247 -0.17957 -0.17106 0.012
C -0.33786 -0.10829 0.33581 -0.480
C 0.31419 -1.41790 0.55749 -0.046
C 0.46614 1.11199 -0.02228 -0.065
N 1.45177 0.77246 -1.19154 0.146
H -2.18117 -1.16298 -0.21582 0.099
H -2.33683 0.55647 -0.86929 0.155
H 0.58218 -2.00525 -0.27645 0.065
H -0.31345 -2.12896 1.11013 0.115
H 1.35041 -1.37784 1.08844 0.136
H 1.07578 1.25822 0.92502 0.165
H -0.16623 2.02565 -0.39892 0.183
H 2.14736 1.63637 -1.42937 0.240
H 1.09893 0.51383 -2.19014 0.209
H 1.96080 -0.10897 -1.07972 0.139

81
Properties=species:S:1:pos:R:3:lowdin_charge:R:1 method="wB97M-V/def2-TZVPD" energy_ev=-111379.693 total_charge=0 gap_ev=10.65
C 2.88197 1.95143 2.68596 -0.069
C 1.45865 2.16030 3.20389 -0.227
O 0.72158 2.74090 2.13513 0.016
C -0.32891 3.50241 2.48218 -0.614
O -0.81902 3.63506 3.56697 0.148
O -0.80494 4.04914 1.37359 -0.016
C -2.22603 4.23179 1.26058 -0.003
H 3.65826 1.82604 3.43804 0.083
H 3.20525 2.76348 2.03058 0.076
H 2.91106 1.06822 2.03822 0.054
H 1.52378 2.86374 4.03622 0.126
H 1.16751 1.19416 3.61372 0.064
H -2.57458 4.90195 2.04710 0.097
H -2.68252 3.24694 1.30037 0.089
H -2.39927 4.77749 0.33832 0.097
O -0.33981 -2.98523 0.60822 0.138
C 0.27669 -3.67375 -0.14598 -0.574
O -0.19367 -4.86327 -0.54152 0.078
C 0.63536 -5.48390 -1.50442 -0.106
C 1.85552 -4.56572 -1.53734 -0.105
O 1.48616 -3.45258 -0.69932 0.017
H 1.02136 -6.41986 -1.09370 0.129
H 0.17872 -5.72130 -2.46026 0.133
H 2.05691 -4.13816 -2.51839 0.098
H 2.74477 -5.00358 -1.09229 0.133
O -2.54811 1.13151 -1.13884 0.153
C -1.37665 0.95724 -0.99728 -0.574
O -0.85370 -0.18219 -0.48718 0.053
C 0.54390 -0.01168 -0.30219 -0.114
C 0.84304 1.40607 -0.85275 -0.095
O -0.46728 1.93867 -1.03706 0.064
H 0.79194 0.02134 0.75444 0.082
H 1.17604 -0.70143 -0.85584 0.083
H 1.28851 1.38500 -1.84917 0.126
H 1.41107 1.91795 -0.08059 0.113
O 4.71323 2.16729 -0.67525 0.163
C 4.09334 2.86787 -1.40207 -0.573
O 3.38541 3.96260 -1.04111 0.055
C 2.60879 4.45681 -2.12138 -0.114
C 3.23627 3.75219 -3.31682 -0.119
O 4.02282 2.70308 -2.75642 0.040
H 1.55914 4.17944 -2.01709 0.125
H 2.71203 5.53539 -2.19432 0.132
H 3.83962 4.47395 -3.86633 0.129
H 2.47766 3.29954 -3.95118 0.130
O -8.67290 -0.44052 -3.74854 0.165
C -7.93136 -0.17608 -2.86431 -0.586
O -8.05996 -0.63301 -1.61348 0.063
C -6.85781 -0.38084 -0.86456 -0.091
C -6.38166 0.84666 -1.64850 -0.132
O -6.87073 0.67366 -2.96817 0.066
H -7.07361 -0.14912 0.17670 0.127
H -6.13897 -1.20028 -0.82654 0.131
H -5.29383 0.90164 -1.58452 0.117
H -6.77290 1.78051 -1.24316 0.132
O -5.72339 0.04053 3.03713 0.154
C -4.59287 -0.07742 2.68469 -0.598
O -4.00870 -1.25981 2.48074 0.067
C -2.59374 -1.11220 2.35483 -0.099
C -2.34732 0.38137 2.53415 -0.062
O -3.71286 0.91587 2.44042 0.040
H -2.22560 -1.65063 3.23008 0.127
H -2.18853 -1.54076 1.44267 0.109
H -1.74686 0.85187 1.76386 0.110
H -2.10456 0.64393 3.56223 0.137
Cl 3.48854 -1.32234 -2.35261 0.618
C 4.55371 -1.14411 -3.75713 -0.665
C 5.50495 -2.28771 -4.00229 -0.629
Cl 4.61438 -3.79480 -4.42640 0.525
H 5.08720 -0.19537 -3.72657 0.076
H 3.95337 -1.10273 -4.66782 0.068
H 6.05771 -2.62092 -3.12283 0.061
H 6.28733 -2.07459 -4.72723 0.080
Cl 1.36424 -1.38625 3.08436 0.656
C 1.20090 -2.95805 3.89102 -0.640
C 2.06302 -3.97437 3.16061 -0.678
Cl 1.58868 -5.61845 3.59784 0.576
H 0.14563 -3.20508 3.96709 0.065
H 1.55109 -2.91819 4.92427 0.077
H 3.12064 -3.80403 3.33591 0.078
H 1.84494 -3.87469 2.09864 0.032

47
Properties=species:S:1:pos:R:3:lowdin_charge:R:1 method="wB97M-V/def2-TZVPD" energy_ev=-52000.857 total_charge=+3 gap_ev="8.68 / 5.32" spin_multiplicity=5 s_squared=6.0335
C 1.89326 0.28686 -3.48925 -0.011
C 2.00963 -0.47841 -2.17603 -0.269
H 2.69318 0.01827 -4.19930 0.130
H 1.94951 1.35596 -3.31280 0.077
H 0.94130 0.08064 -3.96693 0.077
O 2.90454 -1.26141 -2.02748 0.215
I -1.42560 1.91890 -1.53805 0.805
Ru 0.19995 0.05136 -0.40048 0.508
P -1.13153 -1.59764 -1.32418 0.669
C -1.10110 -3.22634 -0.49145 -0.205
C -2.89023 -1.18078 -1.53425 -0.270
H -3.45748 -2.06492 -1.86670 0.090
H -1.00363 -3.02812 -3.26086 0.089
H -3.00976 -0.34793 -2.24700 0.015
H -0.97921 -1.25644 -3.68060 0.069
H -1.36984 -3.09168 0.56697 0.042
H -3.30127 -0.84875 -0.58145 0.033
C -0.60290 -2.03779 -2.99696 -0.219
H -1.83687 -3.89456 -0.97510 0.089
H 0.49685 -2.08245 -3.01490 0.036
H -0.08405 -3.63652 -0.59982 0.075
P 1.53027 1.75487 0.39594 0.665
C 2.55357 1.37141 1.86254 -0.206
C 2.79118 2.24992 -0.80077 -0.219
H 0.24443 3.75971 -0.12748 0.015
H 1.37552 4.02529 1.26590 0.090
H -0.13954 3.12207 1.47183 0.034
C 0.68247 3.31831 0.78287 -0.269
H 2.30561 2.89518 -1.55256 0.069
H 3.60494 2.78257 -0.28679 0.089
H 3.07813 2.28541 2.19451 0.089
H 3.28388 0.60132 1.56864 0.075
H 3.20327 1.34458 -1.26947 0.035
H 1.90158 1.01435 2.67323 0.042
C 1.26007 -1.22786 0.44652 -0.290
O 1.92924 -2.02636 0.96402 0.219
F -3.13760 -0.18242 5.21190 0.123
C -2.45769 -0.11958 4.01808 -0.162
C -2.78258 -0.98537 2.99219 0.150
C -2.05872 -0.91028 1.78682 -0.026
C -1.00398 -0.01794 1.57784 -0.153
C -0.68610 0.79719 2.67343 -0.018
C -1.38937 0.76420 3.89728 0.155
H -3.60860 -1.68241 3.11683 0.171
H -2.36152 -1.55771 0.97130 0.055
H 0.11263 1.52941 2.56651 0.057
H -1.12584 1.41587 4.71552 0.165